No. 1
Entry from OMol25: a structure of composition C48H41F9GeN4O8Ti at a distorted geometry (ωB97M-V/def2-TZVPD).

Last column: Mulliken spin population.
Atoms and positions in Å:
Ti: 0.337 0.678 0.103  0.872
C: -1.066 -3.044 0.874  0.001
C: -1.353 -2.269 -0.362  0.027
N: -0.948 -1.046 -0.633  -0.009
C: -1.485 -0.706 -1.844  0.040
C: -2.213 -1.746 -2.334  -0.003
N: -2.107 -2.731 -1.383  0.000
C: -3.020 -1.971 -3.555  0.000
O: -3.057 -0.983 -4.419  0.000
O: -3.588 -3.032 -3.706  0.000
C: -1.189 0.646 -2.399  -0.014
O: -1.659 0.968 -3.493  0.003
O: -0.432 1.342 -1.644  -0.001
H: -0.386 -2.477 1.505  0.002
H: -0.626 -4.015 0.635  0.001
H: -1.983 -3.206 1.443  0.001
H: -2.597 -3.610 -1.438  0.000
H: -2.493 -0.197 -4.112  0.000
O: 1.568 -1.788 -1.804  0.004
C: 2.162 -2.530 -0.768  0.006
C: 2.575 -1.711 0.433  0.028
C: 3.767 -2.080 1.041  -0.002
C: 4.111 -1.549 2.270  0.004
C: 3.236 -0.684 2.888  -0.002
C: 2.078 -0.335 2.214  0.046
N: 1.762 -0.797 0.997  -0.025
H: 1.319 -2.394 -2.508  0.000
H: 3.060 -3.048 -1.118  0.000
H: 1.469 -3.292 -0.382  0.001
H: 4.439 -2.751 0.523  0.000
H: 5.062 -1.802 2.723  0.000
H: 3.436 -0.250 3.858  0.000
H: 1.360 0.339 2.658  -0.013
C: -7.876 -4.519 0.067  0.000
C: -7.213 -3.865 1.251  0.000
C: -7.654 -4.160 2.534  0.000
C: -7.037 -3.591 3.638  0.000
C: -6.006 -2.691 3.458  0.000
C: -5.558 -2.367 2.174  0.000
N: -4.474 -1.478 2.069  0.000
C: -4.445 -0.301 1.342  -0.002
C: -5.587 0.185 0.694  0.001
C: -5.539 1.348 -0.051  0.000
C: -4.362 2.077 -0.159  0.002
C: -3.239 1.625 0.511  0.012
C: -3.253 0.453 1.262  -0.005
C: -2.008 0.034 1.984  0.005
O: -2.036 -0.811 2.878  -0.001
O: -0.909 0.611 1.609  -0.025
C: -6.139 -2.984 1.057  0.000
C: -5.592 -2.775 -0.326  0.001
H: -8.764 -5.066 0.379  0.000
H: -7.206 -5.225 -0.431  0.000
H: -8.173 -3.785 -0.685  0.000
H: -8.481 -4.848 2.665  0.000
H: -7.375 -3.831 4.639  0.000
H: -5.536 -2.207 4.305  0.000
H: -3.731 -1.538 2.757  0.000
H: -6.518 -0.357 0.792  0.000
H: -6.438 1.694 -0.546  0.000
H: -4.319 2.986 -0.742  0.000
H: -2.323 2.196 0.468  -0.006
H: -6.219 -2.115 -0.931  0.000
H: -5.520 -3.722 -0.864  0.000
H: -4.606 -2.320 -0.289  0.000
C: 2.105 0.510 -3.675  0.000
Ge: 2.577 0.951 -1.780  0.043
C: 3.138 2.837 -2.143  -0.006
C: 4.439 3.340 -2.084  -0.004
C: 4.730 4.660 -2.406  0.000
C: 3.720 5.521 -2.811  -0.001
C: 2.418 5.043 -2.890  0.000
C: 2.139 3.726 -2.555  -0.003
C: 4.354 0.031 -1.586  -0.002
C: 4.742 -0.969 -2.444  -0.003
C: 5.925 -1.722 -2.248  0.001
C: 6.739 -1.475 -1.181  -0.001
C: 6.397 -0.454 -0.257  0.000
C: 7.211 -0.170 0.870  0.000
C: 6.858 0.800 1.764  0.000
C: 5.663 1.530 1.580  -0.002
C: 4.863 1.273 0.503  0.014
C: 5.205 0.284 -0.458  0.000
H: 2.902 0.819 -4.357  -0.001
H: 1.203 1.059 -3.952  0.001
H: 1.903 -0.553 -3.819  0.001
H: 5.258 2.692 -1.789  0.000
H: 5.753 5.015 -2.342  0.000
H: 3.944 6.551 -3.062  0.000
H: 1.613 5.700 -3.201  0.000
H: 1.109 3.383 -2.607  0.002
H: 4.131 -1.198 -3.311  0.000
H: 6.186 -2.497 -2.960  0.000
H: 7.651 -2.044 -1.029  0.000
H: 8.128 -0.734 1.004  0.000
H: 7.495 1.011 2.616  0.000
H: 5.372 2.290 2.295  0.000
H: 3.940 1.828 0.374  -0.005
F: 3.205 4.038 1.007  0.000
C: 2.355 4.078 2.023  -0.002
F: 2.274 5.351 2.435  0.000
F: 2.900 3.369 3.029  0.000
C: 0.972 3.461 1.629  0.002
O: 1.207 2.313 0.982  0.024
C: 0.135 3.265 2.941  0.002
F: 0.510 2.161 3.588  0.000
F: 0.271 4.284 3.805  0.000
F: -1.170 3.156 2.674  0.000
C: 0.215 4.489 0.728  -0.001
F: -0.357 5.480 1.435  0.000
F: 1.032 5.058 -0.156  0.000
F: -0.756 3.874 0.046  -0.004

Output
2S+1 = 2
<S²> = 0.754
LUMO (alpha / beta) = 1.92 / 1.91 eV
Net charge = -1
HOMO (alpha / beta) = -4.31 / -4.29 eV
Frontier orbital gap (alpha / beta) = 6.2 / 6.2 eV

No. 2
Entry from OMol25: a structure of composition C48H42BN12S3Ti at a distorted geometry (ωB97M-V/def2-TZVPD).

Last column: Mulliken spin population.
Atoms and positions in Å:
Ti: -0.011 0.047 -0.129  0.000
C: 3.248 -0.134 -2.887  0.003
C: 2.620 -0.574 -1.731  0.000
N: 1.455 0.057 -1.564  0.000
N: 1.298 0.900 -2.622  0.005
C: 2.382 0.799 -3.419  -0.001
B: 0.066 1.854 -2.649  -0.014
N: -1.255 0.995 -2.543  0.007
C: -2.313 0.895 -3.365  -0.004
C: -3.296 0.134 -2.762  0.002
C: -2.767 -0.211 -1.534  0.000
N: -1.538 0.310 -1.395  0.000
N: 0.156 2.735 -1.371  0.009
C: 0.174 4.064 -1.129  0.000
C: 0.417 4.275 0.213  0.000
C: 0.528 3.008 0.757  0.000
N: 0.373 2.071 -0.185  0.001
N: 0.061 2.619 -4.004  0.049
C: 0.065 2.081 -5.182  0.264
C: 0.057 3.168 -6.159  0.334
C: 0.045 4.346 -5.375  0.111
N: 0.070 4.039 -4.102  0.222
H: 4.198 -0.450 -3.289  0.000
H: 2.950 -1.309 -1.015  0.000
H: 2.499 1.399 -4.307  0.005
H: -2.337 1.381 -4.327  0.009
H: -4.266 -0.123 -3.159  0.000
H: -3.212 -0.787 -0.744  0.000
H: 0.025 4.778 -1.918  0.002
H: 0.495 5.222 0.723  0.000
H: 0.735 2.722 1.775  0.000
H: 0.073 1.008 -5.340  0.005
H: 0.096 3.087 -7.240  -0.017
H: 0.046 5.378 -5.703  0.010
N: -0.542 0.073 1.662  0.000
S: -0.282 -0.388 3.071  0.000
N: -0.740 -1.893 3.392  0.000
S: 0.116 -3.183 3.217  0.000
N: 0.864 -3.388 1.858  0.000
S: 0.127 -3.216 0.446  0.000
N: 0.154 -1.801 -0.074  0.000
C: -1.518 -3.841 0.547  0.000
C: -1.755 -5.202 0.379  0.000
C: -3.059 -5.658 0.488  0.000
C: -4.089 -4.764 0.759  0.000
C: -3.826 -3.409 0.941  0.000
C: -2.531 -2.934 0.837  0.000
C: 1.039 -4.320 -0.573  0.000
C: 0.495 -4.624 -1.817  0.000
C: 1.237 -5.420 -2.673  0.000
C: 2.494 -5.879 -2.288  0.000
C: 3.022 -5.549 -1.046  0.000
C: 2.291 -4.763 -0.168  0.000
C: 1.382 -3.369 4.413  0.000
C: 0.957 -3.334 5.740  0.000
C: 1.897 -3.547 6.729  0.000
C: 3.224 -3.800 6.385  0.000
C: 3.620 -3.840 5.054  0.000
C: 2.695 -3.627 4.043  0.000
C: -1.025 -4.470 3.548  0.000
C: -0.514 -5.762 3.447  0.000
C: -1.360 -6.815 3.741  0.000
C: -2.675 -6.565 4.132  0.000
C: -3.156 -5.264 4.232  0.000
C: -2.327 -4.190 3.942  0.000
C: -1.229 0.530 4.216  0.000
C: -1.563 1.830 3.854  0.000
C: -2.231 2.613 4.781  0.000
C: -2.546 2.096 6.033  0.000
C: -2.209 0.790 6.372  0.000
C: -1.542 -0.011 5.460  0.000
C: 1.429 -0.197 3.504  0.000
C: 1.787 0.024 4.829  0.000
C: 3.134 0.147 5.137  0.000
C: 4.092 0.049 4.135  0.000
C: 3.715 -0.168 2.815  0.000
C: 2.376 -0.290 2.491  0.000
H: -0.946 -5.890 0.165  0.000
H: -3.271 -6.711 0.355  0.000
H: -5.107 -5.127 0.833  0.000
H: -4.637 -2.727 1.169  0.000
H: -2.292 -1.895 1.012  0.000
H: -0.482 -4.256 -2.108  0.000
H: 0.830 -5.691 -3.639  0.000
H: 3.066 -6.505 -2.962  0.000
H: 3.998 -5.916 -0.754  0.000
H: 2.674 -4.514 0.813  0.000
H: -0.087 -3.174 5.992  0.000
H: 1.595 -3.537 7.768  0.000
H: 3.952 -3.983 7.165  0.000
H: 4.650 -4.056 4.799  0.000
H: 2.976 -3.664 3.000  0.000
H: 0.517 -5.941 3.158  0.000
H: -0.991 -7.831 3.681  0.000
H: -3.327 -7.396 4.370  0.000
H: -4.175 -5.082 4.550  0.000
H: -2.674 -3.167 4.019  0.000
H: -1.331 2.201 2.865  0.000
H: -2.510 3.627 4.527  0.000
H: -3.071 2.714 6.751  0.000
H: -2.469 0.395 7.346  0.000
H: -1.289 -1.036 5.700  0.000
H: 1.037 0.122 5.603  0.000
H: 3.431 0.339 6.160  0.000
H: 5.141 0.153 4.383  0.000
H: 4.471 -0.233 2.042  0.000
H: 2.072 -0.467 1.473  0.000

Output
2S+1 = 2
<S²> = 0.762
LUMO (alpha / beta) = -10.29 / -13.35 eV
Net charge = +4
HOMO (alpha / beta) = -18.08 / -18.08 eV
Frontier orbital gap (alpha / beta) = 7.8 / 4.7 eV

No. 3
Entry from OMol25: a structure of composition C48H42CeCl2F7N6O6S2 at a distorted geometry (ωB97M-V/def2-TZVPD).

Last column: Löwdin charge in e.
Atoms and positions in Å:
Ce: -0.780 0.538 -0.600  1.318
O: -4.983 -2.028 1.609  0.032
C: -4.665 -2.799 0.550  -0.266
C: -4.978 -4.157 0.561  -0.017
C: -4.691 -4.958 -0.529  -0.088
C: -4.107 -4.416 -1.661  -0.100
C: -3.780 -3.076 -1.676  -0.031
C: -4.027 -2.265 -0.578  -0.062
C: -3.511 -0.871 -0.643  -0.472
O: -2.834 -0.513 -1.648  -0.094
N: -3.833 -0.061 0.344  0.045
N: -3.159 1.152 0.286  -0.062
C: -3.867 2.220 0.251  -0.049
C: -3.312 3.545 0.291  -0.145
C: -4.182 4.631 0.400  -0.059
C: -3.730 5.921 0.572  -0.112
C: -2.358 6.154 0.609  -0.092
C: -1.472 5.122 0.432  -0.043
C: -1.892 3.774 0.240  -0.396
O: -1.022 2.841 0.097  -0.294
H: -4.617 -1.120 1.397  0.063
H: -5.434 -4.570 1.447  0.110
H: -4.924 -6.013 -0.495  0.099
H: -3.891 -5.033 -2.518  0.095
H: -3.309 -2.612 -2.530  0.111
H: -4.961 2.140 0.236  0.140
H: -5.249 4.444 0.362  0.108
H: -4.427 6.741 0.674  0.091
H: -1.993 7.160 0.770  0.101
H: -0.406 5.305 0.412  0.089
F: -0.793 3.533 -5.661  0.037
C: -0.715 2.278 -5.112  -0.250
C: -0.725 2.101 -3.745  -0.068
C: -0.653 0.829 -3.144  -0.104
C: -0.615 -0.283 -4.041  -0.112
C: -0.560 -0.052 -5.419  -0.189
F: -0.421 -1.063 -6.347  0.022
C: -0.601 1.209 -5.979  0.053
C: -0.674 -1.644 -3.469  -0.208
C: -0.919 -2.794 -4.233  0.006
C: -0.935 -4.040 -3.633  -0.058
C: -0.748 -4.130 -2.265  -0.047
C: -0.552 -2.946 -1.567  -0.109
N: -0.495 -1.755 -2.139  0.057
H: -0.792 2.988 -3.124  0.065
H: -0.546 1.347 -7.049  0.126
H: -1.094 -2.742 -5.292  0.103
H: -1.107 -4.930 -4.229  0.109
H: -0.769 -5.069 -1.735  0.115
H: -0.413 -2.976 -0.495  0.096
C: 2.858 -2.818 -1.188  -0.056
C: 2.707 -1.690 -2.198  -0.140
C: 5.346 -0.422 -2.283  -0.132
C: 4.594 1.630 -0.997  -0.064
N: 3.608 2.566 -1.464  0.014
C: 2.549 3.053 -0.767  -0.844
S: 1.313 3.753 -1.612  0.767
N: 2.553 3.090 0.599  0.011
C: 3.676 3.574 1.383  -0.174
C: 4.242 2.545 2.382  -0.193
C: 3.858 2.809 3.837  -0.258
C: 2.396 2.474 4.103  -0.102
H: 2.485 -3.740 -1.634  0.080
H: 2.259 -2.631 -0.300  0.055
H: 3.894 -2.974 -0.890  0.077
H: 1.687 -1.706 -2.578  0.090
H: 3.369 -1.851 -3.053  0.116
H: 5.038 -0.080 -3.277  0.138
H: 5.438 -1.510 -2.249  0.130
H: 5.542 1.893 -1.475  0.131
H: 4.710 1.770 0.073  0.099
H: 3.376 2.498 -2.447  0.109
H: 1.629 3.319 0.945  0.106
H: 3.372 4.477 1.926  0.123
H: 4.459 3.876 0.682  0.119
H: 5.332 2.538 2.301  0.112
H: 3.876 1.555 2.114  0.085
H: 4.066 3.855 4.082  0.102
H: 4.489 2.189 4.479  0.106
H: 1.742 3.063 3.464  0.051
H: 2.134 2.672 5.142  0.074
H: 2.217 1.422 3.895  0.073
Cl: -2.855 3.315 4.029  0.541
C: -1.288 3.067 3.258  -0.926
Cl: -1.078 1.387 2.673  0.710
H: -0.530 3.300 4.004  0.018
H: -1.254 3.731 2.392  -0.001
F: 1.367 0.222 1.599  -0.025
C: 2.231 -0.103 0.564  -0.255
C: 1.827 0.113 -0.692  -0.038
C: 2.899 -0.244 -1.704  -0.385
F: 2.691 0.517 -2.873  -0.003
C: 4.346 0.088 -1.236  -0.222
F: 6.624 0.057 -2.081  -0.039
C: 4.533 -0.590 0.100  -0.156
F: 5.783 -1.037 0.402  0.097
C: 3.534 -0.595 0.990  -0.167
F: 3.702 -1.074 2.238  0.108
O: 0.477 -5.157 1.664  -0.317
S: 0.574 -3.956 2.462  0.648
O: 1.690 -3.924 3.377  -0.305
N: 0.473 -2.639 1.515  -0.005
C: -0.617 -1.953 1.764  -0.486
O: -1.016 -0.975 1.101  -0.201
C: -1.436 -2.474 2.904  -0.120
C: -2.584 -1.905 3.429  -0.008
C: -3.275 -2.624 4.392  -0.061
C: -2.808 -3.851 4.841  -0.069
C: -1.613 -4.378 4.363  -0.038
C: -0.952 -3.675 3.384  -0.190
H: -2.926 -0.943 3.081  0.098
H: -4.201 -2.231 4.785  0.108
H: -3.385 -4.409 5.565  0.102
H: -1.222 -5.314 4.732  0.117

Output
2S+1 = 1
LUMO (alpha / beta) = 0.52 / 0.55 eV
Net charge = -1
HOMO (alpha / beta) = -5.69 / -5.69 eV
Frontier orbital gap (alpha / beta) = 6.2 / 6.2 eV

No. 4
Entry from OMol25: a structure of composition C48H42CsFN8O5S at a distorted geometry (ωB97M-V/def2-TZVPD).

Last column: Löwdin charge in e.
Atoms and positions in Å:
Cs: 0.604 0.168 -0.183  1.059
O: -5.244 1.151 -0.497  0.004
C: -4.017 1.105 -0.595  -0.491
N: -3.064 1.582 0.224  0.132
C: -3.469 2.320 1.304  -0.488
O: -4.325 3.188 1.378  0.039
C: -2.625 2.034 2.542  -0.212
C: -3.144 2.362 3.790  -0.016
C: -2.391 2.099 4.921  -0.078
C: -1.133 1.545 4.774  -0.064
C: -0.691 1.258 3.487  -0.145
N: -1.419 1.478 2.405  0.109
C: -3.480 0.309 -1.786  -0.188
C: -4.324 0.199 -2.892  -0.023
C: -3.916 -0.530 -3.993  -0.087
C: -2.677 -1.151 -3.958  -0.075
C: -1.912 -1.006 -2.808  -0.143
N: -2.293 -0.300 -1.750  0.092
H: -4.128 2.811 3.834  0.108
H: -2.781 2.319 5.909  0.097
H: -0.509 1.320 5.630  0.099
H: 0.281 0.803 3.315  0.104
H: -5.286 0.689 -2.834  0.106
H: -4.555 -0.619 -4.865  0.093
H: -2.300 -1.729 -4.792  0.093
H: -0.931 -1.469 -2.749  0.087
C: 4.224 1.104 -7.629  -0.050
C: 4.475 -0.280 -7.032  -0.322
C: 4.169 -1.348 -8.076  -0.160
C: 4.422 -2.738 -7.512  -0.142
C: 3.625 -2.924 -6.246  -0.151
C: 3.221 -4.180 -5.841  0.027
C: 2.506 -4.336 -4.664  -0.263
F: 2.146 -5.592 -4.308  0.043
C: 2.167 -3.268 -3.879  0.074
C: 2.549 -1.987 -4.284  -0.028
C: 2.153 -0.842 -3.409  -0.310
O: 1.421 -1.050 -2.452  -0.180
C: 2.729 0.429 -3.805  -0.012
C: 3.426 0.505 -4.956  0.008
N: 3.669 -0.518 -5.831  0.008
C: 3.286 -1.804 -5.468  -0.085
C: 2.613 1.761 -2.999  -0.665
O: 3.287 2.700 -3.474  -0.057
O: 1.883 1.733 -1.996  -0.225
H: 4.721 1.168 -8.598  0.076
H: 4.606 1.908 -7.004  0.075
H: 3.153 1.260 -7.776  0.097
H: 5.538 -0.357 -6.765  0.153
H: 4.793 -1.165 -8.953  0.112
H: 3.124 -1.250 -8.382  0.131
H: 5.490 -2.856 -7.301  0.121
H: 4.155 -3.507 -8.241  0.112
H: 3.463 -5.058 -6.430  0.121
H: 1.635 -3.389 -2.942  0.126
H: 3.826 1.480 -5.195  0.115
C: 0.925 -3.969 5.283  -0.092
C: 0.582 -2.477 5.347  -0.207
C: -0.844 -2.177 4.951  -0.190
C: -1.834 -2.097 5.925  -0.073
C: -3.140 -1.782 5.583  -0.113
C: -3.453 -1.534 4.254  -0.054
C: -2.491 -1.608 3.252  -0.171
C: -2.872 -1.323 1.822  -0.205
C: -3.213 -2.590 1.031  -0.068
C: -1.174 -1.952 3.603  -0.207
N: -0.146 -1.971 2.646  0.100
C: 0.109 -3.066 2.025  -0.155
C: 1.167 -3.309 1.109  -0.373
C: 1.345 -4.545 0.440  -0.104
C: 2.472 -4.398 -0.354  -0.159
C: 2.925 -3.087 -0.112  -0.251
N: 2.156 -2.418 0.748  -0.017
H: 1.949 -4.143 5.627  0.064
H: 0.847 -4.342 4.262  0.059
H: 0.248 -4.550 5.914  0.067
H: 1.256 -1.926 4.689  0.107
H: 0.741 -2.121 6.370  0.099
H: -1.570 -2.268 6.965  0.099
H: -3.905 -1.710 6.348  0.085
H: -4.466 -1.255 3.981  0.111
H: -2.067 -0.785 1.322  0.060
H: -3.731 -0.647 1.812  0.105
H: -2.339 -3.239 0.942  0.058
H: -3.536 -2.321 0.024  0.062
H: -4.012 -3.156 1.517  0.070
H: -0.524 -3.947 2.210  0.126
H: 0.712 -5.418 0.534  0.081
H: 2.913 -5.129 -1.018  0.068
H: 3.785 -2.603 -0.563  0.085
N: -0.811 4.029 0.630  0.128
C: 0.451 4.039 1.137  -0.672
N: 1.265 3.044 1.056  0.056
C: 2.511 3.358 1.531  -0.311
C: 3.610 2.502 1.516  -0.003
C: 4.814 2.950 2.030  -0.096
C: 4.937 4.232 2.571  -0.121
C: 3.854 5.098 2.592  -0.117
C: 2.652 4.654 2.064  -0.477
S: 1.129 5.499 1.885  1.035
H: -1.151 3.102 0.376  0.068
H: -1.503 4.593 1.098  0.093
H: 3.514 1.518 1.067  0.112
H: 5.680 2.301 2.010  0.096
H: 5.890 4.559 2.970  0.087
H: 3.951 6.097 2.999  0.096

Output
2S+1 = 1
LUMO = 3.52 eV
Net charge = -2
HOMO = -2.24 eV
Frontier orbital gap = 5.8 eV

| no. | total energy (a.u.) |
| --- | --- |
| 1 | -6500.2726 |
| 2 | -4578.8912 |
| 3 | -5525.3544 |
| 4 | -3187.0035 |